Record 1
Molecular formula: C5H13N2O
Method: DFT, ωB97M-V/def2-TZVPD

Geometry as XYZ:
```
21
Properties=species:S:1:pos:R:3:nbo_charge:R:1
O -0.0402 -2.3455 2.3434 -0.541
N -1.2471 -0.8300 0.4987 -0.688
N -0.8400 1.0597 -1.2539 -0.664
C -0.0877 1.2894 -2.4961 -0.419
C -0.0835 0.0052 0.9526 -0.050
C 1.0395 -1.9972 1.9413 0.459
C 1.1752 -0.8480 0.9487 -0.544
C 0.0061 1.1947 -0.0608 -0.251
H -1.2837 -1.7229 1.0007 0.467
H 1.4621 -1.2409 -0.0141 0.253
H 1.9374 -2.5589 2.2269 0.158
H -0.2680 2.0948 0.4979 0.213
H -1.5238 1.7705 -1.1394 0.377
H 1.0505 1.3343 -0.3326 0.217
H 0.7755 0.6349 -2.5071 0.198
H -0.6615 0.9040 -3.3437 0.221
H 0.1671 2.3337 -2.6241 0.201
H -2.1139 -0.3145 0.6048 0.438
H -0.2952 0.3971 1.9347 0.236
H 1.9687 -0.2026 1.3407 0.264
H -1.1374 -0.9579 -0.5185 0.455
```

Calculated values
**Structure (SMILES)**: CNC[C@@H]([NH3+])CC=O
**Gap between HOMO and LUMO**: 10.65 eV
**E_LUMO**: -3.13 eV
**Total charge**: +1


Record 2
Molecular formula: C5H13N2O
Method: DFT, ωB97M-V/def2-TZVPD

Geometry as XYZ:
```
21
Properties=species:S:1:pos:R:3:nbo_charge:R:1
O -0.2034 -2.2515 2.1848 -0.618
N -1.3738 -1.3868 0.0998 -0.680
N 0.8014 -0.3883 2.9134 -0.789
C 0.7238 1.5812 -2.4030 -0.611
C 0.0821 -1.0698 2.0307 0.662
C -0.4714 -0.3532 0.7260 -0.126
C 0.5587 0.1826 -0.2634 -0.424
C -0.2499 0.9565 -1.3645 -0.407
H -2.1847 -0.9267 -0.3064 0.445
H 1.0758 0.9169 -3.1949 0.225
H 0.2181 2.4476 -2.8135 0.234
H -1.1178 0.4652 1.0486 0.234
H -0.8315 -1.7264 -0.6953 0.439
H 1.1041 -0.6056 -0.7934 0.226
H 1.2768 0.8189 0.2301 0.243
H -1.5741 -2.1490 0.7626 0.485
H -0.7614 0.2114 -1.9932 0.189
H 1.0695 -0.8423 3.7754 0.429
H 1.6510 1.8926 -1.9066 0.210
H 1.1556 0.5561 2.9029 0.419
H -0.9488 1.6706 -0.9400 0.215
```

Calculated values
**Structure (SMILES)**: CCC[C@@H]([NH3+])C(N)=O
**Gap between HOMO and LUMO**: 11.33 eV
**E_LUMO**: -3.21 eV
**Total charge**: +1